(1)
A molecular structure, C21H53AlO11P, computed with the ωB97M-V functional and the def2-TZVPD basis.

Last column: Löwdin charge in e.
Cartesian coordinates (Å):
C  4.136  3.645  5.566  -0.11
C  4.783  2.117  5.504  -0.41
O  5.732  1.999  4.348  -0.19
C  3.622  0.953  5.209  -0.30
Al  1.966  1.149  6.445  0.12
P  0.572  2.716  5.344  0.53
O  0.781  2.446  3.801  -0.64
H  3.304  3.770  6.382  0.04
H  3.635  3.837  4.518  0.08
H  5.013  4.376  5.827  0.07
H  5.433  1.860  6.472  0.14
H  5.415  1.257  3.729  0.09
H  3.234  1.186  4.106  0.06
H  4.053  -0.135  5.209  0.05
H  2.431  1.691  7.874  -0.14
H  1.255  -0.261  6.610  -0.14
H  1.096  4.024  5.643  -0.07
H  -0.801  2.506  5.725  -0.07
C  -1.933  2.579  1.265  -0.11
O  -1.207  1.602  0.539  -0.21
C  -0.090  1.101  1.276  -0.20
C  0.399  -0.218  0.671  -0.17
O  -0.380  -1.347  1.089  -0.13
C  -1.678  -1.459  0.489  -0.17
C  -1.622  -1.919  -0.969  -0.19
O  -1.335  -0.812  -1.826  -0.20
C  -0.869  -1.229  -3.100  -0.11
H  -1.291  3.429  1.514  0.09
H  -2.759  2.929  0.641  0.08
H  -2.352  2.141  2.176  0.09
H  -0.368  0.943  2.326  0.11
H  0.707  1.849  1.219  0.11
H  1.409  -0.408  1.049  0.13
H  0.472  -0.169  -0.418  0.11
H  -2.249  -0.537  0.610  0.12
H  -2.198  -2.232  1.068  0.12
H  -2.596  -2.324  -1.265  0.09
H  -0.856  -2.695  -1.081  0.13
H  0.075  -1.773  -3.000  0.09
H  -0.691  -0.338  -3.708  0.09
H  -1.617  -1.855  -3.598  0.07
C  3.715  6.104  -0.491  -0.12
O  4.507  4.945  -0.294  -0.21
C  4.374  4.418  1.027  -0.18
C  4.876  2.973  1.077  -0.16
O  3.906  2.028  0.605  -0.14
C  3.714  1.997  -0.816  -0.17
C  4.870  1.325  -1.558  -0.19
O  5.947  2.247  -1.737  -0.21
C  7.169  1.590  -2.034  -0.12
H  4.004  6.891  0.211  0.08
H  3.876  6.463  -1.511  0.08
H  2.654  5.863  -0.374  0.09
H  3.324  4.454  1.346  0.13
H  4.978  5.041  1.695  0.13
H  5.047  2.711  2.127  0.10
H  5.831  2.851  0.561  0.12
H  3.497  2.993  -1.206  0.12
H  2.814  1.391  -0.973  0.12
H  4.535  1.010  -2.553  0.12
H  5.209  0.448  -0.995  0.13
H  7.469  0.949  -1.199  0.09
H  7.941  2.351  -2.178  0.09
H  7.077  1.000  -2.951  0.08
C  -5.784  -2.487  -1.395  -0.10
O  -6.112  -3.165  -2.596  -0.21
C  -5.120  -2.982  -3.607  -0.19
C  -5.273  -4.042  -4.701  -0.17
O  -4.678  -5.298  -4.349  -0.14
C  -5.401  -6.075  -3.383  -0.17
C  -6.659  -6.725  -3.963  -0.20
O  -7.734  -5.784  -3.992  -0.21
C  -8.770  -6.184  -4.874  -0.11
H  -5.687  -1.412  -1.575  0.09
H  -6.589  -2.654  -0.674  0.09
H  -4.856  -2.886  -0.975  0.07
H  -4.115  -3.048  -3.170  0.11
H  -5.264  -1.986  -4.038  0.13
H  -4.721  -3.699  -5.583  0.12
H  -6.313  -4.169  -5.008  0.12
H  -5.614  -5.489  -2.487  0.12
H  -4.714  -6.875  -3.083  0.13
H  -6.968  -7.561  -3.325  0.12
H  -6.450  -7.095  -4.972  0.13
H  -8.397  -6.232  -5.902  0.09
H  -9.565  -5.434  -4.832  0.09
H  -9.180  -7.153  -4.573  0.08

- largest force on an atom (eV/Å) = 3.51
- molar mass (g/mol) = 539.600
- DFT total energy (Ha) = -2243.156897
- HOMO level (Ha) = -0.1782
- charge = -1

***

(2)
3 unconnected molecules or ions with the total composition C21H53BN5O11P4S, computed with the ωB97M-V functional and the def2-TZVPD basis.

Last column: Löwdin charge in e.
Cartesian coordinates (Å):
C  6.263  3.798  1.641  -0.08
C  6.600  2.379  2.256  -0.22
O  6.331  1.262  1.353  -0.13
N  5.718  0.230  2.036  -0.23
P  6.765  -0.725  3.071  0.78
N  6.366  -0.410  4.605  -0.31
C  4.396  0.129  1.832  -0.28
N  3.704  1.035  0.979  0.21
C  2.340  0.582  1.082  -0.06
B  0.989  1.132  0.365  -0.56
O  0.954  1.059  -1.071  0.10
O  -0.157  1.659  1.013  -0.04
C  0.376  2.648  1.973  -0.05
N  2.311  -0.526  1.959  -0.25
P  0.691  -1.193  2.228  1.06
C  0.354  -1.604  4.032  -0.39
C  0.445  -3.157  4.408  -0.18
C  0.275  -2.607  1.058  -0.36
C  -1.157  -2.237  0.412  -0.15
N  3.562  -0.851  2.417  -0.39
S  3.762  -2.194  3.448  0.87
H  5.159  4.044  1.791  0.08
H  6.822  4.627  2.190  0.09
H  6.461  3.880  0.525  0.09
H  7.715  2.365  2.489  0.13
H  6.030  2.286  3.239  0.13
H  6.638  -2.147  2.892  0.00
H  8.125  -0.284  2.885  0.04
H  5.580  0.254  4.592  -0.05
H  1.358  1.883  -1.420  0.12
H  -0.387  3.476  2.010  0.12
H  0.524  2.107  2.953  0.10
H  1.353  3.106  1.595  0.11
H  1.073  -0.964  4.648  0.07
H  -0.697  -1.270  4.329  0.09
H  1.190  -3.654  3.708  0.03
H  0.717  -3.331  5.502  0.08
H  -0.556  -3.688  4.272  0.09
H  1.018  -2.638  0.196  0.09
H  0.259  -3.628  1.539  0.07
H  -1.094  -1.228  -0.121  0.07
H  -1.483  -2.988  -0.364  0.09
H  -1.935  -2.092  1.235  0.08
H  3.613  -1.809  4.774  -0.06
O  1.218  2.949  -7.302  -0.23
P  2.390  2.487  -6.437  0.68
O  3.489  3.632  -6.908  -0.22
C  3.297  4.972  -6.481  -0.30
C  3.608  5.137  -5.004  -0.08
O  2.897  1.242  -7.401  -0.22
C  2.033  0.659  -8.372  -0.30
C  2.226  1.318  -9.724  -0.07
O  3.548  1.906  -5.310  -0.20
C  3.046  1.574  -4.016  -0.31
C  1.942  0.534  -4.073  -0.08
H  2.276  5.299  -6.701  0.11
H  3.976  5.595  -7.066  0.12
H  2.840  4.652  -4.392  0.06
H  3.636  6.194  -4.729  0.08
H  4.567  4.678  -4.753  0.08
H  0.992  0.702  -8.047  0.10
H  2.296  -0.400  -8.446  0.11
H  2.118  2.403  -9.672  0.07
H  1.506  0.930  -10.450  0.08
H  3.234  1.123  -10.101  0.08
H  2.690  2.484  -3.520  0.09
H  3.886  1.187  -3.434  0.12
H  1.051  0.932  -4.574  0.08
H  1.652  0.227  -3.066  0.05
H  2.264  -0.344  -4.636  0.09
O  -7.457  -0.834  3.588  -0.23
P  -7.290  -2.104  2.756  0.69
O  -6.817  -3.119  3.977  -0.23
C  -7.782  -3.509  4.945  -0.30
C  -8.779  -4.499  4.373  -0.08
O  -5.796  -1.757  2.130  -0.23
C  -5.301  -0.424  2.100  -0.30
C  -4.464  -0.137  3.332  -0.08
O  -7.275  -3.449  1.692  -0.20
C  -8.372  -3.533  0.778  -0.30
C  -8.494  -2.296  -0.091  -0.08
H  -8.294  -2.629  5.347  0.11
H  -7.237  -3.977  5.768  0.12
H  -9.446  -4.005  3.659  0.06
H  -9.396  -4.929  5.164  0.08
H  -8.269  -5.305  3.842  0.08
H  -6.114  0.295  1.988  0.11
H  -4.674  -0.331  1.208  0.11
H  -5.002  -0.359  4.255  0.07
H  -4.152  0.911  3.353  0.08
H  -3.567  -0.764  3.336  0.06
H  -9.298  -3.702  1.335  0.10
H  -8.201  -4.409  0.148  0.12
H  -8.757  -1.416  0.509  0.07
H  -9.271  -2.430  -0.846  0.08
H  -7.547  -2.076  -0.589  0.09

- largest force on an atom (eV/Å) = 9.10
- molar mass (g/mol) = 718.454
- DFT total energy (Ha) = -3721.384810
- HOMO level (Ha) = -0.4204
- charge = +1

***

(3)
5 unconnected molecules or ions with the total composition C21H54Cl2N6O12P3, computed with the ωB97M-V functional and the def2-TZVPD basis.

Last column: Löwdin charge in e.
Cartesian coordinates (Å):
C  -0.408  3.048  3.431  -0.09
C  -1.136  1.670  3.781  -0.25
C  -0.650  0.584  2.718  -0.56
Cl  0.735  -0.354  3.418  0.71
C  -1.813  -0.238  2.047  -0.30
N  -1.508  -0.433  0.616  0.12
C  -0.760  -1.600  0.376  -0.23
N  -0.454  -1.876  -0.873  0.15
C  -0.798  -1.030  -2.044  -0.15
N  0.207  -1.320  -3.100  -0.11
C  -0.168  -2.538  -3.865  -0.13
N  -0.336  -2.549  1.350  0.08
C  -1.301  -2.816  2.428  -0.54
O  -2.104  -4.013  1.973  -0.22
N  -1.348  -4.818  1.140  -0.03
O  -1.852  -5.876  1.060  0.09
P  -0.438  -3.494  4.036  0.70
O  1.203  -3.711  3.716  -0.34
Cl  -1.151  -5.468  4.359  0.30
C  -2.266  -1.590  2.723  -0.35
P  -2.765  -1.410  4.555  0.61
N  -1.623  -0.900  5.516  -0.18
O  -3.364  -2.844  5.193  -0.16
O  -4.027  -0.272  4.666  -0.17
P  -3.924  -2.002  1.849  0.63
O  -3.759  -2.320  0.381  -0.29
O  -4.740  -3.232  2.628  -0.13
O  -4.978  -0.681  1.918  -0.16
H  -0.673  3.867  4.138  0.08
H  -0.533  3.317  2.349  0.08
H  0.699  2.862  3.564  0.08
H  -0.786  1.418  4.812  0.09
H  -2.240  1.883  3.711  0.08
H  -0.198  1.215  1.898  0.10
H  -2.718  0.437  2.079  0.15
H  -1.122  0.395  0.167  0.15
H  0.059  -2.742  -1.055  0.17
H  -1.787  -1.353  -2.466  0.16
H  -0.756  0.065  -1.840  0.13
H  1.127  -1.463  -2.684  0.10
H  -0.623  -3.345  -3.217  0.08
H  0.773  -2.991  -4.283  0.10
H  -0.910  -2.323  -4.680  0.09
H  0.626  -2.425  1.667  0.11
H  1.638  -2.979  4.189  0.03
H  -1.929  -0.007  5.907  0.00
H  -3.223  -3.599  4.591  0.02
H  -3.815  0.514  4.135  0.03
H  -5.611  -2.911  2.930  0.10
H  -5.137  -0.375  1.009  0.09
C  0.640  -1.678  -8.130  -0.06
C  -0.088  -0.359  -7.920  -0.49
C  0.866  0.820  -8.024  -0.06
O  -0.710  -0.357  -6.635  -0.07
H  1.412  -1.822  -7.366  0.07
H  -0.054  -2.517  -8.042  0.08
H  1.112  -1.717  -9.114  0.08
H  -0.882  -0.257  -8.662  0.14
H  1.644  0.758  -7.257  0.07
H  0.334  1.759  -7.861  0.08
H  1.344  0.855  -9.005  0.08
H  -0.016  -0.447  -5.970  0.06
C  -5.547  3.059  5.304  -0.05
C  -4.558  4.040  4.693  -0.49
C  -5.190  5.406  4.488  -0.06
O  -4.094  3.534  3.436  -0.08
H  -6.410  2.916  4.646  0.09
H  -5.085  2.078  5.438  0.06
H  -5.904  3.410  6.273  0.09
H  -3.685  4.133  5.344  0.14
H  -6.040  5.342  3.802  0.08
H  -4.472  6.097  4.040  0.08
H  -5.537  5.827  5.433  0.09
H  -4.856  3.448  2.852  0.09
C  5.731  -0.891  -7.079  -0.06
C  5.009  0.430  -6.870  -0.50
C  5.965  1.608  -6.972  -0.06
O  4.384  0.433  -5.584  -0.07
H  6.501  -1.039  -6.316  0.08
H  5.034  -1.728  -6.993  0.08
H  6.204  -0.932  -8.062  0.08
H  4.215  0.536  -7.613  0.13
H  6.743  1.545  -6.205  0.08
H  5.434  2.548  -6.809  0.08
H  6.445  1.643  -7.952  0.08
H  5.076  0.340  -4.921  0.08
C  5.175  1.836  1.941  -0.07
C  5.095  1.566  3.435  -0.49
C  5.706  0.219  3.788  -0.06
O  3.730  1.594  3.852  -0.08
H  4.622  1.077  1.378  0.08
H  4.725  2.801  1.701  0.08
H  6.211  1.839  1.595  0.08
H  5.614  2.357  3.979  0.14
H  5.170  -0.594  3.288  0.08
H  5.632  0.034  4.862  0.08
H  6.757  0.173  3.498  0.08
H  3.261  0.900  3.379  0.02

- largest force on an atom (eV/Å) = 4.73
- molar mass (g/mol) = 746.521
- DFT total energy (Ha) = -4008.161612
- energy relative to the best compared isomer or geometry (same formula, charge and spin) (kJ/mol) = 386.20
- HOMO level (Ha) = -0.4256
- charge = +1